Record 1
The molecule C4H6N2, computed with wB97M-V/def2-TZVPD.

Structure (XYZ):
```
12
Properties=species:S:1:pos:R:3:nbo_charge:R:1
C -1.740 -0.352 -0.005 -0.64
C -0.255 -0.122 -0.017 0.10
C 0.414 1.040 0.129 -0.11
N 1.770 0.726 0.179 -0.58
C 2.030 -0.592 0.072 0.11
N 0.755 -1.116 -0.026 -0.61
H -2.266 0.608 0.076 0.23
H -2.057 -0.965 0.848 0.23
H -2.098 -0.844 -0.916 0.22
H 0.055 2.054 0.228 0.22
H 2.524 1.391 0.160 0.41
H 0.855 -1.834 -0.727 0.42
```

As for the net charge: 0. Its spin multiplicity is 1. The calculation puts the relative energy (zero: lowest compared OMol25 entry of this formula, charge and spin) at 36.08 kcal/mol.

---

Record 2
The molecule FHIN, computed with wB97M-V/def2-TZVPD.

Structure (XYZ):
```
4
Properties=species:S:1:pos:R:3:nbo_charge:R:1
N 0.839 0.136 0.416 -0.33
F 0.763 1.482 0.469 -0.25
I 2.251 -0.499 -0.896 0.24
H 0.063 0.059 -0.216 0.34
```

The SMILES is FNI. As for the net charge: 0. Its spin multiplicity is 1. The calculation puts the relative energy (zero: lowest compared OMol25 entry of this formula, charge and spin) at 0.00 kcal/mol.

---

Record 3
A structure of composition C13H19ClFeSi, computed with wB97M-V/def2-TZVPD.

Structure (XYZ):
```
35
Properties=species:S:1:pos:R:3:nbo_charge:R:1
C -2.383 -1.626 1.391 -0.38
C -2.378 -1.449 -0.050 -0.35
C -2.463 -0.022 -0.317 -0.37
H -2.414 -2.230 -0.797 0.26
C -2.518 0.641 0.941 -0.34
C -2.452 -0.318 1.991 -0.37
H -2.545 -0.044 3.040 0.23
H -2.393 -2.555 1.956 0.24
H -2.540 0.519 -1.259 0.26
H -2.682 1.707 1.085 0.23
Fe -0.497 -0.583 0.761 1.29
Cl 0.744 -2.281 0.175 -0.57
C 1.843 -0.932 -3.629 -0.36
C 1.475 0.449 -3.682 -0.38
C 0.176 0.538 -4.273 -0.38
H 2.099 1.290 -3.383 0.18
C -0.258 -0.787 -4.587 -0.37
C 0.772 -1.696 -4.191 -0.36
H 0.765 -2.774 -4.345 0.18
H 2.794 -1.328 -3.277 0.18
H -0.363 1.455 -4.501 0.17
H -1.184 -1.051 -5.094 0.17
C 0.280 2.416 2.018 -1.11
Si 0.948 0.652 2.139 1.06
C 2.606 0.451 1.404 -1.14
C 0.857 0.120 3.951 -1.11
H 0.166 2.632 0.949 0.24
H 0.968 3.135 2.474 0.22
H -0.696 2.452 2.517 0.23
H 3.397 1.045 1.851 0.23
H 2.873 -0.605 1.458 0.26
H 2.548 0.726 0.351 0.26
H 1.353 0.854 4.609 0.22
H -0.211 0.071 4.228 0.23
H 1.311 -0.872 4.097 0.24
```

The total energy comes out at -2520.10233 hartree. As for the net charge: -1. Its spin multiplicity is 6. Its expectation value of S² is 8.77.

---

Record 4
The molecule C3H6O2S, computed with wB97M-V/def2-TZVPD.

Structure (XYZ):
```
12
Properties=species:S:1:pos:R:3:nbo_charge:R:1
C -0.101 2.256 -1.568 -0.26
C -0.569 0.287 -0.667 -0.19
C -0.281 -1.008 0.016 0.47
H 0.428 3.225 -1.326 0.20
H -1.172 2.448 -1.528 0.18
H 0.312 1.911 -2.491 0.19
H -1.589 0.470 -0.439 0.20
H -0.677 -0.047 -1.715 0.20
H 1.209 0.457 1.350 0.15
O 0.238 1.384 -0.461 -0.53
O -0.910 -1.996 -0.078 -0.52
S 0.786 -0.799 1.486 -0.09
```

The SMILES is COCC(=O)S. As for the net charge: 0. Its spin multiplicity is 1. The calculation puts the relative energy (zero: lowest compared OMol25 entry of this formula, charge and spin) at 40.45 kcal/mol.

---

Record 5
A structure of composition C14H16Cl2MoN4OS2, computed with wB97M-V/def2-TZVPD.

Structure (XYZ):
```
40
Properties=species:S:1:pos:R:3:nbo_charge:R:1
Mo 0.422 -0.553 -0.371 0.99
O -1.381 -0.696 -1.161 -0.46
N -1.620 -0.697 -2.483 0.01
C -2.893 -0.785 -2.918 0.07
C -3.146 -0.789 -4.268 -0.19
C -2.085 -0.700 -5.167 -0.06
C -0.784 -0.608 -4.692 -0.20
C -0.568 -0.608 -3.328 0.02
S 1.010 -0.519 -2.572 0.30
H -3.648 -0.845 -2.146 0.27
H -4.167 -0.860 -4.613 0.29
H -2.273 -0.703 -6.233 0.28
H 0.059 -0.539 -5.367 0.28
C 0.791 2.341 3.398 -0.43
N 1.363 2.816 2.148 -0.31
C 2.449 3.822 2.130 -0.23
C 2.653 4.105 0.628 -0.23
N 1.749 3.116 0.001 -0.54
C 1.038 2.493 0.926 0.39
S -0.333 1.423 0.552 0.17
H 1.548 2.417 4.175 0.26
H 0.493 1.298 3.305 0.22
H -0.066 2.952 3.683 0.25
H 3.331 3.390 2.601 0.24
H 2.141 4.702 2.694 0.26
H 3.678 3.933 0.307 0.25
H 2.352 5.112 0.346 0.25
H 1.475 3.170 -0.968 0.44
Cl -3.329 -3.460 2.708 0.16
C -1.740 -3.376 2.110 -0.06
C -0.784 -4.344 2.431 -0.07
C 0.495 -4.225 1.909 -0.20
C 0.802 -3.154 1.099 0.06
N -0.121 -2.213 0.790 -0.52
C -1.376 -2.332 1.278 0.03
H -1.052 -5.172 3.075 0.28
H 1.257 -4.959 2.131 0.28
H 1.795 -3.036 0.687 0.24
H -2.100 -1.578 0.996 0.24
Cl 2.567 -0.338 0.180 -0.05
```

As for the net charge: +3. Its spin multiplicity is 2. The calculation puts the relative energy (zero: lowest compared OMol25 entry of this formula, charge and spin) at 0.00 kcal/mol. Its expectation value of S² is 0.76.

---

Record 6
A cluster of 6 separate species, C24H44N3O7 in total, computed with wB97M-V/def2-TZVPD.

Structure (XYZ):
```
78
Properties=species:S:1:pos:R:3:lowdin_charge:R:1
O 3.660 2.172 0.457 0.12
N 3.565 1.966 -0.711 0.01
O 2.851 3.023 -1.306 -0.02
C 1.474 2.678 -1.049 -0.16
C 0.390 3.745 -0.789 0.12
C -1.065 3.358 -0.471 0.08
C -1.282 1.798 -0.499 0.09
N -0.133 1.021 -0.801 0.01
N 1.128 1.321 -1.040 0.14
H 0.708 4.846 -0.814 0.11
H -1.907 4.088 -0.244 0.13
H -2.318 1.329 -0.298 0.15
H -0.335 -0.002 -0.841 0.19
C -5.337 0.549 -3.397 -0.17
C -5.284 -0.936 -3.111 -0.17
C -4.201 -1.016 -2.054 -0.20
O -4.245 0.218 -1.319 -0.18
C -5.086 1.144 -2.025 -0.21
H -6.280 0.879 -3.836 0.12
H -4.526 0.825 -4.079 0.12
H -6.240 -1.267 -2.692 0.12
H -5.067 -1.545 -3.990 0.12
H -3.207 -1.100 -2.509 0.11
H -4.343 -1.856 -1.371 0.11
H -6.018 1.248 -1.461 0.12
H -4.597 2.121 -2.074 0.11
C 4.195 -1.444 0.417 -0.18
C 5.644 -1.871 0.490 -0.17
C 5.711 -2.940 -0.584 -0.19
O 4.747 -2.584 -1.584 -0.13
C 3.914 -1.539 -1.070 -0.22
H 4.010 -0.448 0.823 0.09
H 3.570 -2.159 0.962 0.09
H 6.293 -1.031 0.221 0.12
H 5.947 -2.235 1.473 0.12
H 5.434 -3.922 -0.185 0.12
H 6.701 -3.016 -1.039 0.12
H 4.185 -0.611 -1.585 0.10
H 2.866 -1.764 -1.286 0.11
C 1.549 -4.203 4.209 -0.17
C 2.259 -4.051 2.882 -0.18
C 1.102 -3.822 1.930 -0.21
O 0.073 -3.157 2.677 -0.16
C 0.409 -3.213 4.072 -0.20
H 2.185 -4.003 5.073 0.12
H 1.153 -5.219 4.303 0.12
H 2.904 -3.166 2.906 0.10
H 2.871 -4.912 2.609 0.12
H 0.693 -4.771 1.566 0.12
H 1.383 -3.211 1.068 0.10
H 0.716 -2.209 4.383 0.12
H -0.471 -3.503 4.650 0.12
C -4.005 -6.003 1.220 -0.17
C -2.940 -5.236 1.972 -0.17
C -2.479 -4.234 0.932 -0.21
O -3.609 -3.957 0.093 -0.16
C -4.639 -4.916 0.374 -0.20
H -4.722 -6.510 1.867 0.12
H -3.537 -6.753 0.574 0.12
H -3.390 -4.712 2.822 0.12
H -2.130 -5.863 2.348 0.11
H -1.687 -4.653 0.301 0.12
H -2.115 -3.306 1.377 0.10
H -5.436 -4.401 0.922 0.12
H -5.051 -5.298 -0.562 0.12
C 1.698 9.436 -0.396 -0.17
C 2.393 8.927 -1.640 -0.17
C 2.463 7.436 -1.375 -0.21
O 1.320 7.103 -0.570 -0.18
C 0.717 8.320 -0.102 -0.20
H 1.213 10.404 -0.529 0.12
H 2.421 9.525 0.422 0.12
H 1.769 9.121 -2.519 0.12
H 3.372 9.375 -1.812 0.12
H 3.361 7.175 -0.805 0.12
H 2.449 6.845 -2.294 0.12
H -0.221 8.461 -0.649 0.12
H 0.489 8.231 0.963 0.12
```

The total energy comes out at -1631.27282 hartree. As for the net charge: +1. Its spin multiplicity is 1.

---

- Among the records above, which one has the highest net charge?
  C14H16Cl2MoN4OS2

---

- Which of these has the highest net charge?
  C14H16Cl2MoN4OS2

---

- The highest net charge belongs to which entry?
  C14H16Cl2MoN4OS2